No. 1
{"formula": "C6H8Cl2N2", "method": "ωB97M-V with the def2-TZVPD basis set", "elements": ["H", "N", "C", "H", "H", "N", "C", "C", "C", "H", "H", "C", "Cl", "Cl", "H", "C", "H", "H"], "xyz": [[-3.473352, 0.418514, -1.549443], [2.902681, -1.339832, 0.537482], [-0.210399, 0.388959, 0.750775], [4.194997, -0.032038, -0.558995], [-2.100211, 1.487274, -1.021852], [1.040904, -0.010311, 0.569548], [2.078491, 0.667680, -0.091465], [3.168300, -0.169804, -0.109428], [-2.638185, 0.574311, -0.709633], [1.896693, 1.678209, -0.548566], [-1.108760, -0.468059, -1.748231], [1.650158, -1.173739, 0.961061], [-2.068168, -1.985202, -0.196853], [-3.375501, 0.776874, 0.923959], [-0.897882, 0.065695, 1.556284], [-1.705257, -0.466306, -0.780245], [-0.444932, 1.458790, 0.439737], [1.090416, -1.871019, 1.575859]], "atomic_forces_ev_per_a": [[1.129, 0.409, 2.058], [-2.055, 0.441, 0.998], [-5.742, 1.507, -2.100], [-1.575, 0.143, 0.542], [-0.562, -0.113, 0.412], [4.415, -0.807, -0.194], [-0.186, 1.277, -1.158], [0.955, 0.809, -0.836], [-3.320, 2.022, -2.196], [0.282, -1.353, 0.644], [-0.780, -0.107, 1.308], [0.201, -1.413, 0.232], [-0.534, -1.762, 0.361], [-0.035, 0.153, -0.629], [1.261, -0.146, -0.266], [5.635, 0.404, 0.402], [0.737, -1.428, 0.630], [0.174, -0.036, -0.208]], "mol_weight_g_mol": 179.050, "e_homo_ev": [-8.0, -8.0], "relative_energy_ev": 2.3289, "gap_ev": [8.050, 8.049]}

---

No. 2
{"formula": "C6H8Cl2N2O", "method": "ωB97M-V with the def2-TZVPD basis set", "elements": ["H", "H", "C", "C", "N", "O", "Cl", "Cl", "H", "H", "C", "N", "H", "H", "C", "C", "H", "H", "C"], "xyz": [[0.839881, -2.802189, -0.750689], [0.640033, 2.641617, -0.473125], [2.349825, 0.889284, -0.006796], [0.137625, 2.007836, 0.218865], [0.929653, 0.790033, 0.228970], [-1.172985, 1.687336, -0.449550], [-3.569207, 1.458093, 0.174558], [-3.116672, -1.598085, 0.395699], [2.538003, -0.239675, -0.089176], [-0.987763, -2.970738, -0.891817], [-0.167846, -2.639528, -0.205693], [0.623868, -0.475816, -0.016309], [0.029038, 2.503293, 1.179941], [2.636218, 1.609478, -0.897006], [-0.480303, -1.141266, 0.004309], [-1.838992, -0.591987, 0.060539], [2.782857, 1.274533, 0.848320], [-0.210630, -3.149026, 0.715752], [-1.962603, 0.746812, -0.046784]], "atomic_forces_ev_per_a": [[-1.721, 0.495, 1.152], [0.130, 0.937, -0.521], [-0.053, -0.322, -2.243], [-1.071, -2.489, -1.152], [0.039, 0.688, 0.110], [3.139, 1.566, 0.065], [0.005, -0.212, 0.108], [-1.268, -1.067, 0.376], [0.896, 2.141, -0.421], [0.738, -0.461, 0.619], [-0.596, 1.103, -2.775], [-1.652, -0.924, 0.485], [-0.591, -0.313, 0.145], [-0.520, -1.685, 1.295], [1.389, -0.378, -0.725], [2.612, 1.446, 0.104], [1.407, 0.863, 1.750], [-0.039, -0.852, 0.985], [-2.844, -0.533, 0.644]], "mol_weight_g_mol": 195.049, "e_homo_ev": -8.0, "relative_energy_ev": 1.9480, "gap_ev": 8.682, "smiles": "CC1=NN(C)COC(Cl)=C1Cl"}

---

No. 3
{"formula": "C6H8Cl2N2O2", "method": "ωB97M-V with the def2-TZVPD basis set", "elements": ["Cl", "H", "H", "H", "C", "H", "H", "C", "H", "O", "N", "Cl", "O", "C", "C", "C", "H", "C", "N", "H"], "xyz": [[2.577261, -1.442440, -0.117100], [-0.332700, -1.921876, -0.455147], [1.360460, 0.110050, -1.465514], [1.684111, 1.655572, 2.047771], [-1.043285, -0.650486, -1.639690], [-0.669066, 0.285765, -2.188217], [-1.629252, 1.443158, 0.971942], [1.536974, 1.540834, 0.965408], [0.636019, -0.130763, 2.718491], [-0.080527, -1.652740, 1.576260], [0.063061, -1.315679, -1.076698], [-2.945176, -0.944817, 0.280952], [2.064677, 2.187711, 0.103282], [-1.194749, 0.998232, 0.066060], [0.845858, 0.292727, 0.696110], [0.453482, -0.573035, 1.707989], [-1.715323, -1.287492, -2.258072], [1.100917, -0.449567, -0.608147], [-1.828067, 0.022376, -0.589740], [-0.884667, 1.832462, -0.735939]], "atomic_forces_ev_per_a": [[-0.009, -0.091, -0.860], [-0.187, -2.274, 2.525], [0.670, 1.123, -0.455], [-0.030, 0.960, 0.307], [0.362, 1.992, -1.317], [-0.519, -1.560, -0.022], [0.172, -0.631, -0.383], [0.438, -1.991, 0.246], [-0.164, -0.387, 0.135], [-0.093, -0.519, 0.355], [0.554, 0.924, -2.680], [0.086, -0.106, -0.018], [0.107, 1.125, -0.329], [1.385, 2.878, -1.170], [-2.065, 1.175, -3.793], [-0.669, 0.042, 2.636], [0.600, 0.463, 0.550], [0.152, -1.018, 1.526], [-0.809, -0.275, 0.679], [0.019, -1.835, 2.068]], "mol_weight_g_mol": 211.048, "e_homo_ev": [-8.8, -8.8], "relative_energy_ev": 4.8093, "gap_ev": [8.163, 8.164]}

---

No. 4
{"formula": "C6H8ClIN2", "method": "ωB97M-V with the def2-TZVPD basis set", "elements": ["C", "N", "N", "H", "H", "H", "H", "H", "C", "I", "C", "C", "C", "H", "C", "Cl", "H", "H"], "xyz": [[-1.535141, 0.203897, 1.161582], [1.962661, -0.541839, 0.578202], [0.565653, -1.704114, -1.125212], [-0.863393, 2.254982, 0.500012], [1.516356, 1.466612, 0.948871], [1.227324, -2.426669, 0.642820], [-0.748214, -0.309809, 1.692214], [-2.128212, -0.569235, 0.804492], [1.287514, 0.565570, 0.403728], [0.880790, 2.258759, -2.094868], [-0.060222, -0.645709, -1.284111], [0.180410, 0.652918, -0.538489], [1.629915, -1.699156, -0.077752], [2.665140, -2.095266, -0.523558], [-1.011201, 1.193283, 0.059783], [-1.503006, -0.716617, -2.202946], [-1.871014, 1.319519, -0.718138], [-2.195359, 0.792875, 1.773370]], "atomic_forces_ev_per_a": [[0.539, 2.017, -0.177], [-0.148, 3.965, 1.384], [1.597, -0.858, 0.360], [0.011, -1.692, -0.522], [0.343, 0.088, 0.425], [0.585, -0.098, -0.002], [0.369, 0.404, 0.538], [-1.125, -1.378, -1.313], [0.669, -2.575, -0.961], [0.954, 2.051, -2.097], [0.179, 1.494, 1.679], [0.188, -3.371, 0.628], [0.904, -2.201, -2.318], [-2.396, 0.327, 0.722], [-3.429, 1.774, 0.577], [-0.707, 0.083, -1.071], [1.512, -0.061, 1.280], [-0.045, 0.034, 0.868]], "mol_weight_g_mol": 270.501, "e_homo_ev": [-6.5, -9.3], "gap_ev": [7.001, 5.403], "multiplicity": 3}

---

No. 5
{"formula": "C6H8ClN", "method": "ωB97M-V with the def2-TZVPD basis set", "elements": ["H", "C", "H", "N", "H", "H", "C", "H", "C", "H", "C", "H", "C", "Cl", "C", "H"], "xyz": [[2.429806, -1.868073, 0.472117], [0.122245, 0.333851, -0.803436], [-0.598574, 0.091977, 1.742614], [-3.042879, 1.020973, -1.876632], [0.182394, 0.378542, -1.857775], [-2.329961, 0.474731, 1.358209], [1.586601, -1.612493, -0.144962], [2.121086, 0.505068, -0.407004], [1.322015, -0.093636, -0.008805], [1.845979, -1.923955, -1.173241], [-1.272878, 0.764468, 1.180714], [1.132362, 0.129987, 1.037451], [-1.052336, 0.667203, -0.294795], [-1.108613, 2.361638, 1.866046], [-2.091276, 1.012585, -1.234866], [0.754030, -2.242867, 0.144365]], "atomic_forces_ev_per_a": [[0.382, -0.208, 0.308], [0.374, -0.391, 0.732], [-0.596, 0.345, -0.434], [-0.109, 0.474, -0.424], [0.396, -0.224, -1.071], [0.723, -0.013, 0.206], [0.399, 0.301, -0.843], [0.794, 0.063, 0.197], [-1.211, -0.707, -0.480], [-0.115, 0.368, 0.323], [-1.553, -1.533, 0.144], [0.475, 0.202, -0.014], [0.529, 0.934, 0.012], [0.258, 0.958, 0.138], [-0.416, -0.751, 0.981], [-0.330, 0.183, 0.226]], "mol_weight_g_mol": 129.590, "e_homo_ev": -10.2, "relative_energy_ev": 0.3185, "gap_ev": 10.593, "smiles": "CC/C=C(/C#N)CCl"}

---

No. 6
{"formula": "C6H8ClNO3S", "method": "ωB97M-V with the def2-TZVPD basis set", "elements": ["C", "C", "O", "C", "C", "H", "H", "H", "Cl", "H", "S", "H", "N", "H", "O", "H", "O", "C", "H", "C"], "xyz": [[-1.057318, -1.252354, 0.499638], [-1.222681, -0.588997, -1.794682], [-1.437828, 1.451689, 1.289269], [-0.175772, 1.998762, 1.060441], [0.958628, 1.298618, 1.066420], [-0.178604, -0.886397, -1.771831], [1.918082, 1.845744, 1.114705], [1.002622, -2.139429, 1.125814], [-1.609868, -2.962749, 0.188895], [-1.498807, -1.039430, 1.419504], [-2.361790, 0.922852, 0.055228], [-1.425351, 0.381204, -2.283693], [-1.515115, -0.337362, -0.421518], [-1.653382, -1.527472, -2.006849], [-2.256091, 1.823449, -1.025912], [2.165329, -0.293967, 1.556465], [-3.586890, 0.600925, 0.689333], [1.136767, -0.097941, 1.259952], [-0.320021, 2.986556, 0.632229], [0.440348, -1.188292, 0.910117]], "atomic_forces_ev_per_a": [[1.705, -1.191, 1.524], [1.462, 0.998, 0.368], [-0.319, -0.769, 0.076], [-0.618, 0.239, -1.603], [-0.314, 1.633, 0.775], [0.672, 0.625, -0.584], [-0.827, 0.035, -0.592], [-1.132, 0.814, -0.453], [0.318, 0.321, -0.156], [-1.165, 0.261, 1.509], [0.436, 0.577, 1.287], [0.083, -1.317, -0.693], [0.022, -0.153, 0.058], [-1.461, -0.567, -1.331], [-0.488, 1.145, -0.605], [-0.185, -0.345, 0.199], [0.024, -0.033, -0.008], [0.733, -1.491, -0.476], [0.669, 0.254, 0.645], [0.382, -1.036, 0.060]], "mol_weight_g_mol": 209.654, "e_homo_ev": -9.5, "relative_energy_ev": 0.7980, "gap_ev": 9.482, "smiles": "CN1[C@@H](Cl)/C=C\\C=C/OS1(=O)=O"}

---

Question: What is the formula in the fifth record?
Answer: C6H8ClN